Computed, not measured: a molecular structure, C7H10BrN2O3S at a distorted geometry, with ωB97M-V with the def2-TZVPD basis set.

Positions of all 24 atoms, in Å:
C: 0.315 0.027 -1.067
C: -1.491 0.638 1.454
C: 2.229 -1.669 -1.294
C: -0.893 -0.540 1.092
C: -1.657 1.623 -0.742
C: 3.389 -2.080 -2.169
C: -2.298 1.891 3.389
N: -0.197 -0.650 -0.085
N: 1.520 -0.620 -1.687
O: -1.480 1.800 0.546
O: 1.824 -2.396 -0.292
O: -1.974 0.653 2.696
S: -0.229 1.473 -1.878
Br: -2.914 2.788 -1.936
H: -0.927 -1.427 1.772
H: -2.193 0.671 -0.777
H: 4.194 -1.869 -1.387
H: 3.709 -1.527 -3.029
H: 3.313 -3.245 -2.329
H: -1.943 1.711 4.293
H: -3.390 2.120 3.166
H: -1.667 2.686 2.888
H: 0.887 -2.068 -0.089
H: 1.872 0.015 -2.534

Properties
Net charge: +1
Frontier orbital gap in eV: 7.679
Max |F| in eV/Å: 6.61

=====

Computed, not measured: a molecular structure, C36H44N8O6PPbS3 at a distorted geometry, with ωB97M-V with the def2-TZVPD basis set.

Positions of all 99 atoms, in Å:
Pb: 0.787 -0.588 -0.692
C: 2.708 -3.354 -0.298
N: 2.337 -2.298 0.635
C: 1.578 -2.837 1.765
C: 0.784 -1.803 2.471
C: 0.825 -1.594 3.827
C: 0.062 -0.627 4.460
C: -0.641 0.275 3.629
C: -0.671 0.121 2.292
N: -0.199 -1.087 1.640
C: 3.474 -1.514 1.071
C: 4.102 -0.743 -0.045
C: 5.389 -0.225 0.080
C: 5.939 0.476 -0.974
C: 5.187 0.639 -2.133
C: 3.917 0.098 -2.171
N: 3.392 -0.581 -1.161
C: 1.475 -3.898 -0.954
C: 1.176 -5.252 -0.973
C: 0.021 -5.684 -1.602
C: -0.798 -4.731 -2.208
C: -0.426 -3.406 -2.140
N: 0.675 -2.988 -1.530
H: 3.270 -4.164 0.197
H: 3.343 -2.907 -1.068
H: 2.244 -3.343 2.482
H: 0.909 -3.593 1.326
H: 1.539 -2.179 4.396
H: 0.106 -0.481 5.526
H: -1.091 1.156 4.068
H: -1.131 0.816 1.611
H: 4.243 -2.143 1.554
H: 3.115 -0.786 1.814
H: 5.929 -0.364 1.004
H: 6.933 0.897 -0.899
H: 5.571 1.186 -2.981
H: 3.283 0.198 -3.042
H: 1.835 -5.957 -0.484
H: -0.238 -6.731 -1.614
H: -1.718 -5.006 -2.697
H: -1.030 -2.637 -2.596
N: 0.250 6.821 3.904
C: 0.857 5.717 3.314
C: 0.189 4.492 3.258
C: 0.810 3.385 2.712
C: 2.101 3.486 2.233
C: 2.782 4.684 2.296
C: 2.164 5.797 2.834
S: 2.869 2.016 1.554
O: 2.878 1.025 2.605
O: 4.184 2.353 1.053
N: 1.901 1.470 0.362
C: 1.768 2.273 -0.677
N: 2.164 3.558 -0.628
C: 2.067 4.252 -1.740
C: 1.551 3.743 -2.925
C: 1.090 2.434 -2.865
N: 1.200 1.713 -1.772
H: -0.757 6.773 3.938
H: 0.595 7.717 3.594
H: -0.824 4.422 3.632
H: 0.316 2.429 2.648
H: 3.786 4.730 1.908
H: 2.679 6.747 2.878
H: 2.410 5.278 -1.669
H: 1.490 4.332 -3.827
H: 0.611 1.945 -3.705
C: -3.080 -2.994 2.640
O: -2.190 -1.914 2.453
C: -1.197 -2.105 1.568
O: -1.123 -3.090 0.868
H: -4.021 -2.573 2.989
H: -2.675 -3.678 3.393
H: -3.222 -3.538 1.703
C: -3.041 2.606 -2.766
C: -4.264 1.732 -2.543
C: -4.747 1.801 -1.096
O: -4.034 0.388 -2.920
P: -2.644 -0.454 -2.777
S: -1.391 -0.114 -4.247
S: -2.019 -0.275 -0.844
O: -3.258 -1.913 -3.100
C: -4.308 -2.662 -2.502
C: -5.682 -2.068 -2.802
C: -4.104 -2.874 -1.009
H: -3.279 3.647 -2.568
H: -2.694 2.507 -3.791
H: -2.242 2.281 -2.105
H: -5.077 2.053 -3.215
H: -3.960 1.448 -0.435
H: -5.627 1.175 -0.958
H: -5.009 2.825 -0.838
H: -4.235 -3.627 -3.026
H: -5.830 -1.143 -2.253
H: -6.456 -2.778 -2.518
H: -5.766 -1.856 -3.865
H: -4.235 -1.935 -0.478
H: -3.098 -3.235 -0.809
H: -4.831 -3.596 -0.643

Properties
Net charge: -1
Frontier orbital gap in eV: 4.965
Max |F| in eV/Å: 1.82

=====

Computed, not measured: 2 unconnected molecules or ions with the total composition C5H15NS at a distorted geometry, with ωB97M-V with the def2-TZVPD basis set.

Positions of all 22 atoms, in Å:
C: 2.117 -0.662 -1.990
C: 2.260 0.057 -0.665
N: 0.996 0.683 -0.175
C: 1.058 1.305 1.172
H: 1.765 0.046 -2.790
H: 3.082 -1.179 -2.275
H: 1.433 -1.542 -1.936
H: 2.480 -0.703 0.069
H: 3.097 0.804 -0.698
H: 0.690 1.405 -0.833
H: 1.290 0.657 2.007
H: 0.073 1.750 1.315
H: 1.777 2.108 1.209
C: -2.880 -0.218 1.450
C: -2.807 -0.767 0.062
S: -1.127 -1.375 -0.562
H: -2.444 -0.991 2.227
H: -3.886 -0.093 1.765
H: -2.366 0.769 1.533
H: -3.280 -0.044 -0.680
H: -3.277 -1.715 0.068
H: -0.050 -0.297 -0.271

Properties
SMILES: CCNC.CCS
Energy relative to the best compared isomer or geometry (same formula, charge and spin) in kcal/mol: 29.10
Frontier orbital gap in eV: 8.486
Max |F| in eV/Å: 2.86

=====

Computed, not measured: 2 unconnected molecules or ions with the total composition C10H16 at a distorted geometry, with ωB97M-V with the def2-TZVPD basis set.

Positions of all 26 atoms, in Å:
C: 2.609 -3.078 -0.028
C: 1.202 -2.484 -0.165
C: 1.119 -0.985 0.076
C: 1.547 -0.434 1.271
C: 1.339 0.937 1.508
C: 0.947 1.780 0.489
C: 0.531 1.177 -0.701
C: 0.460 -0.190 -0.879
H: 2.732 -3.643 0.904
H: 3.310 -2.280 0.249
H: 2.960 -3.677 -0.860
H: 0.697 -2.815 -1.070
H: 0.570 -2.867 0.645
H: 2.220 -0.974 1.925
H: 1.634 1.232 2.506
H: 1.210 2.821 0.378
H: 0.296 1.808 -1.549
H: 0.118 -0.680 -1.780
C: -3.536 1.874 -1.052
C: -2.918 1.663 0.321
H: -2.781 2.341 -1.676
H: -3.799 0.901 -1.457
H: -4.368 2.577 -1.062
H: -2.368 2.558 0.643
H: -2.127 0.922 0.214
H: -3.607 1.517 1.150

Properties
SMILES: CCc1ccccc1.CC
Energy relative to the best compared isomer or geometry (same formula, charge and spin) in kcal/mol: 25.90
Frontier orbital gap in eV: 9.933
Max |F| in eV/Å: 1.59

=====

Computed, not measured: a single C3H2N2O2 molecule at a distorted geometry, with ωB97M-V with the def2-TZVPD basis set.

Positions of all 9 atoms, in Å:
O: -2.359 0.023 -0.369
C: -1.188 -0.117 -0.169
C: -0.331 1.075 0.194
N: 0.992 1.338 0.068
O: 1.633 -0.012 -0.479
C: 0.866 -1.159 -0.044
N: -0.368 -1.303 0.380
H: -0.755 2.159 0.495
H: 1.511 -2.003 -0.075

Properties
SMILES: O=c1cnocn1
Energy relative to the best compared isomer or geometry (same formula, charge and spin) in kcal/mol: 93.35
Frontier orbital gap in eV: 9.456
Max |F| in eV/Å: 6.40

=====

Computed, not measured: 2 unconnected molecules or ions with the total composition CHCl3F2Si at a distorted geometry, with ωB97M-V with the def2-TZVPD basis set.

Positions of all 8 atoms, in Å:
C: -2.592 1.359 -0.726
F: 2.628 -0.892 -0.970
F: 2.226 -0.795 1.475
Si: 1.474 -0.589 0.086
Cl: -3.206 -0.095 -0.178
Cl: 0.043 -1.941 -0.083
Cl: -1.686 2.159 0.430
H: 1.114 0.794 -0.033

Properties
Energy relative to the best compared isomer or geometry (same formula, charge and spin) in kcal/mol: 34.30
Frontier orbital gap in eV: 8.504
Max |F| in eV/Å: 2.01

=====

Computed, not measured: a molecular structure, C47H48F4LaN8O8PTe at a distorted geometry, with ωB97M-V with the def2-TZVPD basis set.

Positions of all 118 atoms, in Å:
La: -0.047 -1.265 -0.996
O: -4.947 -6.894 1.902
N: -5.332 -5.746 1.957
O: -6.352 -5.370 2.464
C: -4.453 -4.732 1.300
C: -3.193 -4.996 1.033
C: -2.432 -4.042 0.388
C: -2.937 -2.807 -0.113
O: -2.358 -1.905 -0.859
C: -4.240 -2.561 0.391
C: -4.965 -3.456 1.078
N: -4.912 -1.181 0.205
O: -4.873 -0.739 -0.911
O: -5.409 -0.712 1.164
N: -0.977 -4.359 0.218
O: -0.266 -3.627 -0.507
O: -0.522 -5.305 0.786
H: -2.681 -5.953 1.155
H: -5.933 -3.112 1.522
C: -0.974 -2.321 -6.759
C: -0.251 -2.159 -5.423
C: 0.177 -3.563 -4.878
P: -1.076 -1.163 -4.075
C: -2.884 -1.177 -4.231
C: -3.614 -0.554 -5.432
C: -3.442 -2.558 -3.965
C: -0.587 0.638 -4.232
C: -0.711 1.317 -5.618
C: -1.315 1.452 -3.161
H: -0.312 -2.672 -7.485
H: -1.492 -1.450 -7.187
H: -1.688 -3.135 -6.577
H: 0.695 -1.634 -5.582
H: -0.708 -4.201 -4.810
H: 0.699 -3.447 -3.932
H: 0.900 -4.042 -5.543
H: -3.160 -0.681 -3.310
H: -3.609 -1.194 -6.321
H: -3.141 0.356 -5.821
H: -4.643 -0.449 -5.191
H: -3.110 -3.244 -4.711
H: -4.496 -2.593 -3.916
H: -3.087 -2.932 -2.974
H: 0.472 0.636 -3.908
H: -1.668 1.782 -5.738
H: -0.541 0.674 -6.482
H: -0.006 2.174 -5.685
H: -2.314 1.715 -3.522
H: -0.816 2.415 -2.978
H: -1.353 0.956 -2.169
F: 1.010 0.296 3.769
C: 0.459 -0.109 4.995
C: 0.947 0.449 6.116
F: 1.930 1.369 6.012
C: 0.446 0.042 7.408
C: -0.658 -0.844 7.410
C: -1.123 -1.411 6.256
F: -2.247 -2.050 6.237
C: -0.530 -1.128 5.015
C: -1.045 -1.573 3.755
C: -0.576 -1.190 2.511
N: -0.136 -1.008 1.454
C: -2.121 -2.500 3.637
N: -3.013 -3.248 3.491
F: -1.308 -1.267 8.466
C: 1.012 0.502 8.627
C: 0.509 0.106 9.902
N: 0.052 -0.057 10.941
C: 2.190 1.368 8.621
N: 3.035 2.175 8.606
C: 4.337 -1.049 -2.366
C: 2.888 -1.054 -1.848
O: 2.175 -2.059 -1.987
N: 2.375 0.051 -1.280
Te: 3.299 1.760 -0.828
C: 3.710 1.724 1.231
C: 3.886 0.567 2.014
C: 3.659 -0.874 1.544
C: 4.254 0.694 3.356
C: 4.317 1.941 3.970
C: 4.781 2.012 5.370
C: 4.211 3.072 3.181
C: 3.916 2.964 1.802
C: 3.782 4.276 1.068
C: 1.450 2.893 -1.007
C: 0.441 2.954 -0.048
C: 0.381 2.134 1.196
C: -0.621 3.844 -0.271
C: -0.687 4.718 -1.284
C: -1.904 5.553 -1.524
C: 0.410 4.757 -2.151
C: 1.463 3.861 -2.059
C: 2.523 3.915 -3.166
H: 4.395 -1.687 -3.203
H: 4.974 -1.294 -1.497
H: 4.708 -0.079 -2.643
H: 2.558 -1.086 1.516
H: 4.043 -1.611 2.253
H: 4.111 -1.064 0.537
H: 4.458 -0.189 3.952
H: 5.874 2.090 5.402
H: 4.479 1.119 5.918
H: 4.397 2.923 5.921
H: 4.215 4.033 3.640
H: 4.620 4.902 1.238
H: 2.865 4.766 1.353
H: 3.687 4.170 -0.015
H: 1.182 1.402 1.204
H: -0.571 1.598 1.288
H: 0.497 2.757 2.078
H: -1.422 3.800 0.491
H: -2.426 5.213 -2.411
H: -1.701 6.604 -1.765
H: -2.600 5.459 -0.692
H: 0.406 5.527 -2.913
H: 2.510 4.934 -3.573
H: 2.228 3.203 -3.965
H: 3.514 3.748 -2.818

Properties
Energy relative to the best compared isomer or geometry (same formula, charge and spin) in kcal/mol: 0.00
Net charge: +1
Frontier orbital gap (alpha / beta) in eV: 5.931 / 6.182
Max |F| in eV/Å: 3.64
Spin multiplicity: 2

=====

Computed, not measured: a single C19H17ClN2O6 molecule, with ωB97M-V with the def2-TZVPD basis set.

Positions of all 45 atoms, in Å:
O: 2.811 0.401 0.547
C: 1.923 -0.336 0.909
C: 1.134 -0.058 2.207
O: -0.196 0.390 1.944
C: -1.144 -0.518 1.738
O: -0.949 -1.708 1.687
C: -2.508 0.122 1.566
N: -2.470 1.556 1.494
C: -2.880 2.311 2.553
O: -3.407 1.818 3.530
C: -2.662 3.777 2.409
C: -2.526 4.527 3.575
C: -2.326 5.892 3.519
C: -2.277 6.518 2.283
Cl: -2.032 8.224 2.198
C: -2.434 5.792 1.112
C: -2.623 4.424 1.177
N: 1.500 -1.456 0.284
C: 1.949 -2.002 -0.927
C: 3.015 -1.477 -1.652
C: 3.383 -2.064 -2.846
C: 2.713 -3.178 -3.333
C: 1.667 -3.729 -2.586
C: 1.285 -3.130 -1.395
O: 0.996 -4.855 -2.988
C: 1.663 -5.564 -4.009
C: 2.156 -4.598 -5.086
O: 3.099 -3.703 -4.541
H: 1.617 0.762 2.740
H: 1.103 -0.959 2.829
H: -2.982 -0.311 0.678
H: -3.117 -0.136 2.442
H: -1.864 1.969 0.803
H: -2.580 4.017 4.525
H: -2.213 6.470 4.423
H: -2.411 6.297 0.159
H: -2.772 3.873 0.260
H: 0.730 -1.963 0.713
H: 3.540 -0.612 -1.285
H: 4.197 -1.665 -3.428
H: 0.467 -3.564 -0.842
H: 0.942 -6.276 -4.413
H: 2.522 -6.105 -3.589
H: 2.662 -5.129 -5.893
H: 1.300 -4.041 -5.490

Properties
SMILES: O=C(COC(=O)CNC(=O)c1ccc(Cl)cc1)Nc1ccc2c(c1)OCCO2
Energy relative to the best compared isomer or geometry (same formula, charge and spin) in kcal/mol: 0.00
Frontier orbital gap in eV: 8.405
Max |F| in eV/Å: 0.74

=====

Computed, not measured: a molecular structure, C31H32BrNO3PSbW, with ωB97M-V with the def2-TZVPD basis set.

Positions of all 71 atoms, in Å:
W: 0.184 -1.227 0.403
O: 0.087 -0.186 -1.405
C: -0.999 -0.141 -0.814
C: -2.386 0.161 -0.975
C: -3.019 0.719 -2.089
C: -4.403 0.787 -2.072
C: -5.123 0.307 -0.979
C: -4.497 -0.241 0.135
C: -3.114 -0.308 0.146
P: -2.035 -0.818 1.529
C: -2.495 -2.424 2.190
C: -2.118 -2.769 3.495
C: -2.265 -4.075 3.930
C: -2.774 -5.043 3.071
C: -3.133 -4.708 1.774
C: -2.989 -3.404 1.327
C: -2.235 0.485 2.746
C: -3.196 0.369 3.752
C: -3.436 1.441 4.598
C: -2.737 2.629 4.431
C: -1.799 2.751 3.414
C: -1.549 1.681 2.574
H: -2.444 1.064 -2.935
H: -4.936 1.205 -2.914
H: -6.202 0.369 -1.004
H: -5.088 -0.595 0.968
H: -1.708 -2.026 4.171
H: -1.982 -4.336 4.940
H: -2.893 -6.059 3.418
H: -3.527 -5.461 1.106
H: -3.255 -3.163 0.303
H: -3.762 -0.544 3.881
H: -4.174 1.348 5.380
H: -2.929 3.464 5.088
H: -1.271 3.681 3.274
H: -0.818 1.795 1.772
C: 1.990 3.019 1.116
C: 2.895 1.801 1.092
Sb: 2.032 0.095 2.034
C: 3.654 -1.270 2.256
C: 4.895 -0.725 2.942
C: 1.380 0.744 3.958
C: 2.452 0.700 5.033
H: 2.464 3.862 0.617
H: 1.761 3.337 2.133
H: 1.048 2.829 0.597
H: 3.838 1.989 1.609
H: 3.145 1.509 0.068
H: 3.874 -1.574 1.226
H: 3.272 -2.166 2.755
H: 5.216 0.223 2.515
H: 5.720 -1.423 2.809
H: 4.749 -0.587 4.010
H: 0.511 0.133 4.225
H: 0.997 1.757 3.814
H: 2.770 -0.320 5.242
H: 2.072 1.122 5.962
H: 3.334 1.275 4.752
Br: 1.115 -6.587 4.096
C: 0.705 -6.252 2.294
C: 0.128 -7.254 1.511
N: -0.213 -7.081 0.245
C: -0.016 -5.896 -0.294
C: 0.574 -4.837 0.405
C: 0.964 -5.010 1.729
C: 0.638 -3.512 -0.209
O: -0.353 -2.964 -0.786
O: 1.622 -2.706 0.035
H: -0.066 -8.231 1.933
H: -0.322 -5.770 -1.326
H: 1.445 -4.226 2.305

Properties
Energy relative to the best compared isomer or geometry (same formula, charge and spin) in kcal/mol: 27.82
Net charge: +2
Frontier orbital gap (alpha / beta) in eV: 7.203 / 6.661
Max |F| in eV/Å: 0.80
Spin multiplicity: 3

=====

Q: max |F| of number 1 (C7H10BrN2O3S)?
A: 6.61 eV/Å

=====

Q: Among the records above, which one has the highest max |F|?
A: C7H10BrN2O3S